No. 1
Computed, not measured: 9 unconnected molecules or ions with the total composition C27H48N3O15 in a non-equilibrium geometry, with the ωB97M-V functional and the def2-TZVPD basis.

The geometry in XYZ format:
```
93
Properties=species:S:1:pos:R:3:forces:R:3:mulliken_charge:R:1
H 2.15256 3.90489 -1.02396 -1.288 1.806 1.918 0.194
O 1.00156 -1.50411 2.63104 -1.722 1.439 -1.552 -0.599
C 4.56656 2.56289 2.48304 -1.834 3.826 -3.284 0.486
C -5.44544 -1.23011 -0.65496 -4.046 3.702 0.558 -0.313
H -2.80444 -2.39411 -2.82096 -2.212 1.697 1.600 -0.070
H 4.42256 -4.04411 2.71904 -0.065 -1.172 0.784 0.417
O 1.97556 0.95189 -0.71096 2.164 1.617 -1.576 -0.588
H -0.10144 2.17889 1.47204 0.963 -1.900 1.194 -0.395
C 4.07556 0.03589 2.66304 1.442 3.210 -3.279 0.339
H -2.41844 3.25689 -1.88996 -0.127 1.626 -0.015 0.393
H 2.67656 -5.85611 0.80204 2.116 -5.280 -2.496 0.710
C -3.75344 -1.79711 -2.36396 -0.562 0.533 -5.217 0.417
N 2.13756 -0.25411 -1.06996 -4.147 0.596 6.676 0.674
O 2.91656 -0.96711 -0.44896 3.929 -0.344 -0.960 -0.656
H 1.56956 -3.81411 -5.36996 -0.457 -0.784 -0.123 0.410
C -3.21544 3.08789 0.62604 -2.987 -0.215 0.523 -1.605
H 0.20556 6.71289 -2.24896 -4.964 2.310 -2.504 0.339
O -1.89844 -0.69211 3.97704 -0.532 0.706 1.430 -0.626
C 1.63056 4.64389 -0.19496 2.761 -1.360 -2.573 -0.697
H 1.51256 -4.77911 -3.73296 0.161 1.014 -1.108 0.286
H -3.99144 3.71989 0.22904 0.504 1.758 -0.721 0.576
H -1.49544 1.85889 -1.45396 -0.818 0.386 -0.603 0.232
H -0.73044 5.48789 0.63104 -1.414 -2.093 1.803 0.172
H 1.29456 3.87489 0.57104 0.133 1.500 -0.724 -0.015
H -1.03944 -2.26011 0.17204 0.295 0.053 1.121 0.001
H 5.15156 -4.65511 1.15904 0.363 -1.287 -0.221 0.360
H 2.39056 -3.33011 1.42904 -0.173 3.272 0.841 -0.734
O -2.64944 0.81289 0.26604 2.883 0.875 -2.257 -0.334
H 3.37756 -2.82711 -0.48696 -0.034 2.210 -0.574 0.489
C -0.68444 -2.43911 1.22404 1.847 -0.174 -2.856 -0.141
H -4.21044 -0.79311 -4.06796 4.689 2.206 -11.340 0.901
C -3.22444 1.96489 -0.38596 1.529 0.525 3.222 1.168
H 1.22056 -4.98511 0.87404 -1.626 0.445 -1.679 0.265
H -7.23444 0.12189 -1.39696 2.296 -0.656 0.095 0.321
C 1.36556 -3.80411 -4.29696 -2.401 -2.386 0.343 -1.554
H -1.42344 -2.13411 -4.99196 -0.478 0.787 -0.176 0.176
C 4.16856 0.01189 4.18004 0.491 2.232 -1.364 0.325
O 4.66756 3.59589 1.71404 0.345 -3.210 2.625 -0.586
H 4.96856 -3.06311 1.61204 0.015 0.853 -0.786 0.349
H -0.69044 -4.02411 -4.26396 -2.892 -3.131 -0.502 0.778
H -0.11144 -3.39311 1.20804 0.391 1.015 -0.183 -0.335
C 4.25856 2.70889 3.87204 0.231 -3.162 7.904 -0.432
O -6.31744 0.29089 -3.89496 0.591 -0.665 1.048 -0.621
N -0.16844 0.10689 1.22004 -0.671 -1.735 -1.873 1.429
C -5.71544 -0.31911 -2.99896 -2.790 1.691 0.723 0.398
O -3.53444 -2.63811 -0.25296 0.594 -1.650 2.197 -0.448
O 3.30256 -3.74811 -0.39796 -0.583 -2.361 1.267 -0.569
O 1.05656 -0.79411 -1.31696 -2.139 -1.656 -3.826 -0.579
C -0.07444 -3.31911 -3.92696 3.871 2.759 1.759 0.003
C -4.21944 -2.03711 -0.99896 -0.720 2.601 -1.872 0.303
H 2.05956 -3.13911 -3.97696 2.120 2.175 1.579 0.470
H -0.27144 -1.25311 -3.78296 -0.053 -0.243 -2.342 0.204
C 0.37356 1.21289 1.98004 -3.281 2.950 -2.696 -0.208
C 0.12556 -1.32911 1.81304 1.863 -0.850 0.506 0.790
H 1.38656 1.38489 2.05204 2.278 -0.571 -0.315 -0.120
H -1.25644 0.11189 1.09904 1.637 0.746 0.521 -0.318
C 2.17856 -5.14611 1.22804 0.059 2.793 2.607 -2.173
O -3.39244 0.84989 3.39004 0.213 -0.916 1.712 -0.635
C -0.41244 -2.00511 -4.64396 1.159 -1.263 1.227 -0.901
H 4.11656 1.17089 0.78604 0.696 0.313 1.344 0.291
H 4.29856 1.62589 5.84504 -0.316 -0.239 1.214 0.462
H 0.30956 -2.34211 -2.35896 2.271 3.490 1.186 0.175
N -2.97144 -0.34111 3.44904 1.283 0.482 -4.724 0.945
C 4.46456 -4.01611 1.64704 -0.366 1.634 1.180 -1.501
C 4.32456 1.26389 1.89504 -1.315 -5.583 0.978 -0.132
O 4.29656 -0.98811 4.81504 -0.069 -0.949 0.733 -0.525
H 1.94256 -5.34111 2.26104 0.710 -0.165 0.761 0.341
O 0.94856 6.40389 -1.90596 6.059 -2.929 2.190 -0.577
C -0.33744 6.19789 0.00704 -1.008 1.521 1.201 -1.313
C 0.50656 5.43889 -0.93496 -1.222 0.080 -0.621 0.938
H -0.08644 1.05189 2.86004 -1.102 0.329 3.682 0.708
H -0.28744 4.79589 -1.45196 1.604 -0.122 0.418 -0.072
C -2.54344 2.25189 -1.61696 9.033 5.247 9.098 -1.894
H -4.17544 1.62189 -0.62096 -2.355 0.050 -0.163 0.107
H -3.39944 0.47989 0.63504 -2.873 -2.374 2.637 -0.193
H -1.24344 6.79289 -0.26396 0.869 -0.451 -0.867 0.372
H 4.02756 -0.89811 1.99904 -0.417 1.308 1.539 -0.020
H 0.17656 6.79589 0.72504 0.999 0.841 0.160 0.398
O -3.41344 -1.13211 2.54004 -0.828 -0.014 1.041 -0.595
H 0.30656 -2.17811 -5.47896 -0.671 1.930 0.210 0.412
H -1.45644 -2.76111 1.80904 -2.595 0.142 1.792 0.514
C -4.52544 -1.00011 -3.26396 0.682 -5.583 12.154 -0.758
H -2.93144 1.82789 -2.26696 -6.058 -7.266 -11.215 0.715
H -3.85244 2.87789 1.49704 0.728 -1.032 0.327 0.350
H 0.11856 0.30189 0.21504 0.225 -1.387 0.665 -0.111
H -5.76544 -1.18011 0.51604 0.820 -0.457 -3.039 0.248
H -2.31744 3.53089 1.02204 0.470 0.171 -0.637 0.082
C 4.21456 1.40789 4.82004 0.137 5.236 -6.340 -0.520
C 3.10956 -3.95811 1.03104 -0.420 -1.112 -1.778 2.161
H 4.18556 3.77889 4.49604 0.433 -3.031 -2.215 0.243
O -0.13544 -3.11411 -2.48996 -2.668 -4.325 -1.903 -0.275
H 2.57556 5.28889 0.14704 -2.502 -1.159 -0.395 0.307
C -6.18544 -0.33811 -1.59496 0.844 -3.450 3.203 -0.406
```
Forces are in eV/Å.

Values from the calculation:
Orbital gap = 5.71 eV
HOMO energy = -6.005 eV
Energy relative to the best compared isomer or geometry (same formula, charge and spin) = 1.171 eV
Net charge = -1

=====

No. 2
Computed, not measured: 8 unconnected molecules or ions with the total composition C27H48O14 in a non-equilibrium geometry, with the ωB97M-V functional and the def2-TZVPD basis.

The geometry in XYZ format:
```
89
Properties=species:S:1:pos:R:3:forces:R:3:mulliken_spin:R:1
O -4.23938 1.50115 -5.67396 2.688 1.963 2.687 0.000
C -1.65157 -2.37395 -4.03221 -0.684 0.121 0.376 -0.014
O 3.22255 3.29014 3.09928 0.478 -2.756 -0.038 0.000
O -3.21936 -4.88473 1.02926 -0.834 1.378 -1.283 0.000
O -2.86487 3.22446 -5.01078 -0.823 1.768 -1.348 0.000
C 2.58800 -5.21510 0.45340 -2.834 -1.217 0.873 0.000
O -1.17126 -5.61118 0.85359 0.840 -0.476 0.007 0.000
C -1.38460 -5.00098 -0.39942 0.368 0.534 -0.307 0.000
H -3.42158 -4.56155 -0.99800 -0.054 -0.129 0.010 0.001
H 6.54603 -3.62407 -0.47294 -0.274 0.385 0.238 0.000
H -1.28161 6.80635 -1.71996 0.278 -0.225 0.836 0.000
O -2.50233 -6.41157 2.54181 0.726 2.419 -1.935 0.000
C -1.69444 -3.88502 -4.23324 0.727 0.218 -0.304 0.111
C 5.93740 -4.38070 0.02221 -1.311 -0.015 -0.487 0.000
C 3.03990 4.43756 3.28928 -0.196 3.272 -1.647 0.000
H 1.70031 -0.98451 1.55198 -0.078 0.562 -0.042 0.000
H 2.30020 4.70248 -2.15664 -0.392 0.638 -0.483 0.000
C 0.20853 1.33714 1.46063 0.166 0.614 0.443 0.000
H -0.78787 0.61606 -2.63484 0.633 0.288 0.764 0.000
H -0.81436 -0.10909 6.84907 -0.162 -0.047 0.294 0.000
H -0.61963 -4.28248 -0.69383 0.520 0.129 0.850 0.000
H -1.36954 -5.64445 -1.27909 -0.253 -1.070 0.478 0.000
H -0.95802 3.72649 -4.36705 0.061 -0.601 -0.482 0.000
H 4.38245 -3.04877 0.73110 0.294 0.302 -0.015 0.000
H -2.60578 -4.21046 -4.73487 -0.181 0.441 -0.051 0.000
C -0.32420 6.46271 -2.11159 0.887 0.401 -0.029 0.000
H -2.39493 -1.06687 -2.32249 0.929 -0.593 0.212 -0.002
C -1.95488 3.51957 -3.97774 0.324 0.713 0.498 0.000
H 2.36690 4.86351 -0.45348 0.076 0.166 0.070 0.000
H -0.56195 5.70829 -2.86155 0.478 -0.296 0.231 0.000
H -0.71277 1.84452 1.74676 -0.043 0.134 -0.542 0.000
H 1.11300 4.80279 3.62833 -0.790 0.101 -0.145 0.000
H -3.54718 -2.27187 -0.21990 0.174 0.085 -0.584 -0.001
O -0.83334 -1.65213 -4.51616 0.623 0.090 -0.406 0.761
H -2.37722 1.53091 5.89137 0.240 0.360 -0.286 0.000
C 0.84043 6.12401 -1.10130 -1.630 0.795 1.690 0.000
C -3.41587 2.03890 -4.91613 -1.393 -2.812 -1.847 0.000
C -2.48727 0.99517 4.94852 -0.063 -0.539 0.540 0.000
C -2.59106 -2.77936 -0.09188 0.102 -0.515 1.142 0.003
O -0.97981 0.15561 -0.21506 1.827 -0.470 1.198 0.000
C 4.03253 5.37575 3.94709 -1.278 0.488 1.388 0.000
H 0.85955 1.97340 0.86110 -0.217 0.419 -0.284 0.000
C -2.69108 -4.29240 -0.23510 -1.551 0.198 1.223 -0.001
H 0.22746 -1.84084 1.42049 -0.108 -0.395 -0.432 0.000
H -1.73126 -2.40899 -0.65015 -0.410 0.317 -0.232 -0.001
H -3.34573 -1.01506 -3.64712 0.204 -0.051 -1.022 -0.013
H -1.69675 -4.32515 -3.23605 0.144 0.052 0.083 0.008
H 1.31087 -1.55052 -0.04760 -0.541 -0.222 -0.096 0.000
H 1.72440 6.18619 2.74137 0.207 -0.167 -0.157 0.000
H -1.92756 1.42550 4.11808 0.177 0.068 0.217 0.000
H -0.82366 -4.17684 -4.82035 -0.103 -0.148 0.159 0.000
C -0.05552 0.13659 0.60954 -0.265 -1.371 -0.199 0.000
H -1.27871 -1.83847 6.62227 0.411 0.076 -0.213 0.000
C 4.44402 -3.98440 0.17532 1.925 2.027 0.843 0.000
C 3.59131 -3.88105 -1.04652 1.784 0.655 -1.443 0.000
C -2.03932 2.27488 -3.12943 2.498 -0.670 0.785 0.001
O 3.73496 -4.87252 0.97084 0.844 -1.556 1.664 0.000
H -2.15567 4.46358 -3.47115 -0.925 -0.201 0.039 0.000
H -0.06364 2.34196 -2.34442 0.336 -0.742 0.453 0.000
H -0.07448 1.55624 -3.92267 -0.313 0.306 -0.251 0.000
O 2.46856 -4.57226 -0.75493 -3.189 -1.920 0.841 0.000
H 4.09898 -4.41686 -1.84856 0.056 0.524 -0.598 0.000
H -0.00610 7.33329 -2.68518 0.318 0.077 -0.112 0.000
H 5.96357 -5.21722 -0.67612 0.243 -0.480 0.434 0.000
C -2.31261 -5.64680 1.60825 0.068 -2.948 0.849 0.000
H 4.81038 5.83738 3.33886 0.040 -0.629 -0.141 0.000
C -2.08724 -0.48219 5.17523 -0.676 2.207 1.176 0.000
H 0.79026 1.27929 2.38060 0.045 -0.926 -0.046 0.000
O -2.78676 1.39014 -3.88007 -1.956 -1.457 -1.725 0.001
C -1.61183 -0.80151 6.57942 0.092 -1.039 -0.488 0.000
H -2.36227 -2.56662 0.95239 0.252 -0.042 0.143 0.000
C 0.86952 -1.15535 0.86736 -0.833 1.559 -0.038 0.000
H -2.61698 2.33089 -2.20679 0.706 0.631 0.434 0.000
H -3.54096 1.06046 4.67726 -0.042 -0.252 -0.068 0.000
C 1.73155 5.09692 2.78040 0.611 -0.375 0.985 0.000
O 0.99375 6.76678 -0.05115 -0.409 -1.046 -2.664 0.000
C -2.68480 -1.72127 -3.14459 -1.744 -0.191 0.144 0.130
H 3.42356 6.20670 4.30315 0.039 0.371 -0.119 0.000
H 6.34065 -4.58749 1.01353 0.082 -0.243 -0.262 0.000
C -0.60508 1.63574 -2.97387 -1.761 0.699 -0.029 0.000
H 1.36899 4.65293 1.85329 0.068 -0.030 0.217 0.000
H -3.30307 -2.58037 -2.88421 -0.023 0.266 0.663 0.016
O -2.22036 -1.26217 4.29280 0.183 -1.540 -1.232 0.000
H 3.29570 -2.85721 -1.27559 0.460 0.018 -0.386 0.000
H 4.35722 4.94915 4.89613 0.746 -0.317 -0.369 0.000
O 1.73794 -5.90759 0.99192 1.996 1.605 -1.784 0.000
C 1.66561 4.87725 -1.28781 1.207 -0.641 0.620 0.000
H -2.43291 -0.81410 7.29619 -0.119 0.717 -0.023 0.000
H 1.13390 3.93493 -1.15588 -0.722 0.200 -0.120 0.000
```
Forces are in eV/Å.

Values from the calculation:
Orbital gap (alpha / beta) = 6.27 / 2.42 eV
HOMO energy (alpha / beta) = -11.318 / -11.318 eV
2S+1 = 2
Net charge = +1